Below is a single C12H18N2O molecule, with properties calculated with ωB97M-V with the def2-TZVPD basis set.

Geometry (Å):
H  -4.70  -1.73  0.88
C  2.27  0.13  -1.34
C  0.98  -1.57  -0.02
C  -0.23  3.03  0.36
H  3.41  1.52  -0.18
C  0.20  0.76  -0.51
H  0.05  3.95  0.79
H  -3.27  -1.92  -1.43
C  0.64  1.95  0.19
H  -2.35  3.63  0.23
H  -3.11  -1.16  1.72
C  2.33  -1.73  0.69
H  -3.78  -0.28  -0.97
C  3.41  0.36  -0.25
H  2.63  -0.72  -1.87
N  1.05  -0.26  -0.70
H  0.19  -1.39  0.70
H  4.29  -0.13  -0.72
C  -3.06  -1.08  -0.68
H  -3.21  -3.05  0.96
C  -1.14  0.56  -0.35
C  -2.13  1.47  0.02
C  -1.65  2.87  0.24
H  -3.17  1.16  0.15
H  3.15  -2.30  0.15
O  -1.61  -0.76  -0.81
H  2.15  -2.15  1.62
N  2.95  -0.32  1.06
H  2.27  1.01  -2.04
H  1.66  2.22  0.30
H  2.36  0.26  1.76
H  0.92  -2.47  -0.67
C  -3.50  -1.84  0.72

As for the energy above the lowest of the compared OMol25 structures with the same formula, charge and spin: 402.6 kJ/mol. Its highest occupied orbital energy is -7.38 eV. The SMILES is CCOc1ccccc1N1CCNCC1. Its HOMO-LUMO gap is 8.2 eV. As for the total charge: 0.


Below is 2 unconnected molecules or ions with the total composition C33H39BN2O2S, with properties calculated with ωB97M-V with the def2-TZVPD basis set.

Geometry (Å):
N  0.63  -1.89  2.96
H  -0.96  1.98  0.37
H  4.90  4.71  3.22
H  -0.71  -3.36  7.80
C  2.38  -4.69  1.19
O  3.32  -1.60  3.90
S  1.89  3.66  3.38
C  5.82  -0.13  1.56
C  -5.53  2.89  1.78
C  -0.25  -1.16  5.20
C  -3.30  2.67  2.77
C  1.30  -5.41  3.26
H  4.93  -1.07  5.90
C  5.44  -1.29  4.95
H  -0.24  -0.09  4.96
H  -6.25  3.47  4.08
H  -2.84  2.81  4.90
C  -1.38  2.29  1.33
H  -4.92  2.75  5.00
H  1.14  -6.15  4.03
H  3.00  -4.91  0.32
H  -0.13  0.08  1.19
C  5.04  -1.18  2.33
H  -4.78  4.42  4.40
C  5.74  -2.53  2.29
C  -0.50  -3.01  6.78
H  4.58  5.58  1.69
H  6.78  0.07  2.04
H  6.02  -0.50  0.55
C  0.71  -4.15  3.38
H  3.62  1.04  3.12
C  3.06  4.20  2.22
H  1.25  0.13  3.24
H  -0.41  2.97  4.56
H  1.04  2.72  -0.03
H  -0.82  -0.93  7.27
C  2.13  -5.67  2.16
H  2.58  -6.66  2.04
H  5.64  -2.37  4.93
H  -6.55  3.05  2.15
H  5.26  0.81  1.49
H  -3.41  2.23  0.64
C  1.01  -3.15  2.43
C  0.09  -3.49  4.51
C  4.22  0.65  3.96
C  -1.06  2.79  3.70
H  3.67  6.00  3.15
B  2.86  -1.51  2.60
H  -0.10  -5.01  5.98
C  4.12  5.17  2.59
C  1.82  -3.41  1.31
H  6.39  -0.74  4.97
H  -5.29  3.68  1.05
C  0.83  3.05  2.13
C  4.56  -0.83  3.81
H  5.13  1.25  4.05
H  1.93  -2.68  0.52
N  -4.63  2.91  2.92
C  0.06  -2.09  4.23
C  -0.52  2.66  2.40
C  2.75  3.73  0.96
C  -5.17  3.42  4.17
H  0.89  -1.15  0.45
H  5.18  -3.29  2.86
H  3.39  3.90  0.10
C  -2.75  2.37  1.50
C  -2.42  2.74  3.90
H  5.83  -2.87  1.25
O  3.78  -1.33  1.60
C  1.37  -0.69  2.51
H  3.63  0.80  4.88
C  1.48  3.09  0.89
H  1.53  0.50  0.73
C  0.90  -0.30  1.14
H  6.74  -2.44  2.71
C  -0.55  -1.63  6.49
H  -5.49  1.92  1.27
C  -0.18  -3.94  5.79

As for the energy above the lowest of the compared OMol25 structures with the same formula, charge and spin: 0.0 kJ/mol. Its highest occupied orbital energy is -6.81 eV. The SMILES is C[C@H](B1OC(C)(C)C(C)(C)O1)n1c2ccccc2c2ccccc21.Cc1ccc(-c2ccc(N(C)C)cc2)s1. Its HOMO-LUMO gap is 7.4 eV. As for the total charge: 0.


Below is a single C6H10O molecule, with properties calculated with ωB97M-V with the def2-TZVPD basis set.

Geometry (Å):
H  1.86  2.13  0.03
C  -1.87  0.25  -0.06
H  -2.70  0.96  -0.15
C  0.76  -1.10  -0.34
C  0.67  -2.28  0.27
O  -0.16  1.96  -0.54
H  -1.71  -0.22  -1.03
C  1.17  1.44  -0.48
H  0.83  -1.06  -1.43
H  1.21  0.15  1.35
C  -0.63  0.97  0.40
H  1.56  1.21  -1.47
H  0.59  -2.36  1.35
H  -2.15  -0.53  0.66
H  -0.81  1.44  1.38
H  0.66  -3.20  -0.30
C  0.73  0.23  0.37

As for the energy above the lowest of the compared OMol25 structures with the same formula, charge and spin: 124.9 kJ/mol. Its highest occupied orbital energy is -9.65 eV. The SMILES is C=C[C@H]1CO[C@H]1C. Its HOMO-LUMO gap is 10.8 eV. As for the total charge: 0.


Below is a molecular structure, C20H17AlN8S2Se, with properties calculated with ωB97M-V with the def2-TZVPD basis set.

Geometry (Å):
C  -2.72  -1.72  3.42
H  -4.32  -2.66  0.58
C  -0.36  -0.91  3.57
H  4.87  -0.21  2.79
N  -1.38  -1.32  1.45
C  -0.53  -1.65  -4.38
C  -1.46  -0.68  -4.44
C  -2.39  -1.74  0.66
C  -3.72  -2.16  2.63
N  0.48  1.28  0.49
N  0.82  -2.97  -2.84
C  1.89  3.16  -2.99
H  -0.37  -0.81  4.62
H  0.28  1.36  3.02
C  1.14  3.85  -2.06
H  -4.67  -2.48  3.03
N  0.34  -1.45  -0.82
C  0.06  2.28  1.26
C  -1.84  0.01  -3.26
C  -1.24  -0.05  -2.04
C  -0.33  -1.14  -1.91
H  2.21  0.08  -1.46
H  -2.57  0.78  -3.28
N  -0.17  2.11  2.57
C  -3.55  -2.20  1.22
H  2.22  3.74  -3.83
C  2.89  -0.48  2.85
H  -2.12  -1.73  -0.37
S  2.91  -0.98  1.22
H  2.82  1.22  -3.45
H  4.19  -0.08  4.31
H  -0.61  2.84  3.09
C  -1.56  -1.25  2.80
C  0.71  3.13  -0.97
C  0.01  -1.99  -3.06
C  2.26  1.84  -2.74
N  0.70  -0.65  2.93
Al  0.56  -0.61  0.89
H  -1.95  -0.36  -5.34
H  -0.14  -2.29  -5.15
S  -0.10  3.75  0.41
H  -1.46  0.59  -1.22
H  -2.82  -1.70  4.53
N  1.82  -0.34  3.62
H  0.78  4.85  -2.24
Se  1.36  -2.99  -1.15
C  1.89  1.11  -1.62
N  4.06  -0.16  3.36
C  1.10  1.81  -0.72

As for the energy above the lowest of the compared OMol25 structures with the same formula, charge and spin: 25.3 kJ/mol. Its highest occupied orbital energy is -14.35 eV. Its HOMO-LUMO gap is 7.1 eV. As for the total charge: +2.


Taking the records one at a time from the top gives largest force on an atom values of 5.40 4.06 0.40 2.41 eV/A.
Taking the records one at a time from the top gives LUMO level values of 0.8 0.6 1.1 -7.2 eV.
Taking the records one at a time from the top gives molecular weight values of 206.29 538.57 98.14 539.49 Da.